A 5-piece molecular cluster, C20H33N6O overall at a distorted geometry, computed with ωB97M-V/def2-TZVPD.

```
60
Properties=species:S:1:pos:R:3:forces:R:3
C 3.074510 -3.288627 1.732987 -0.5 0.0 0.5
O 3.905862 -2.112332 1.926750 -0.5 -0.1 -1.4
C 3.835997 -1.218707 0.789709 0.0 0.2 -0.5
C 2.474555 -0.343110 0.795124 1.2 0.0 1.1
C 2.660617 0.968847 1.743475 0.2 -0.4 -1.3
C 1.927482 2.236657 1.096761 0.3 1.0 1.0
C 0.391098 2.428544 1.514478 -0.3 -0.2 0.1
C -0.407352 1.083045 1.859951 -0.7 0.1 0.1
C -0.898033 0.259780 0.537711 -1.1 0.2 0.8
C -2.408283 -0.242238 0.835292 -2.3 -1.3 0.7
C -2.838490 -0.825010 2.232538 -2.9 0.8 -4.5
C -4.367774 -1.205989 2.326978 2.4 1.0 -1.1
N -5.302962 -1.070681 1.285441 3.1 -0.2 2.3
N -4.848926 -0.611886 0.130682 3.0 1.2 -1.6
C -3.542635 -0.177356 -0.252764 0.8 -1.1 3.9
H 3.698691 -4.234498 1.851764 -0.7 1.3 -0.3
H 2.279823 -3.286414 2.558457 1.0 -0.1 -1.2
H 2.555682 -3.254771 0.716349 0.7 -0.2 1.3
H 4.753980 -0.531437 0.842887 -1.4 -0.9 0.1
H 3.950570 -1.803136 -0.202567 -0.4 0.8 1.5
H 2.270855 -0.068353 -0.293340 -0.1 -0.3 1.5
H 1.654827 -0.967263 1.290089 1.0 0.6 -1.2
H 3.793448 1.156316 1.789475 -1.7 0.0 0.0
H 2.308104 0.739503 2.811748 0.5 0.5 -1.6
H 2.489705 3.169896 1.484983 -1.0 -1.4 -0.8
H 2.012613 2.297688 -0.049619 0.0 -0.5 1.7
H -0.153242 2.951187 0.650248 0.6 -0.7 1.2
H 0.261914 3.123658 2.428350 0.5 -1.2 -1.4
H -1.353636 1.414684 2.439422 1.4 -0.5 -1.0
H 0.144351 0.380912 2.589740 -0.6 1.1 -1.3
H -0.933034 0.974170 -0.354698 0.0 -1.0 1.2
H -0.203739 -0.619694 0.288854 -1.2 1.2 0.4
H -2.102833 -0.951983 3.087074 -1.2 0.2 -1.2
H -4.711681 -1.600348 3.351219 0.2 0.6 -2.1
H -5.555805 -0.552959 -0.632261 0.5 -0.2 1.0
H -3.351572 0.198267 -1.323237 -0.6 -0.7 1.9
C -6.528951 -4.532058 4.581069 0.9 0.1 0.0
C -5.032209 -4.445997 4.572395 3.2 0.1 0.0
N -3.846348 -4.389138 4.570336 -4.4 0.0 -0.1
H -6.915129 -4.381719 3.571629 0.1 0.0 0.1
H -6.841628 -5.513850 4.939640 0.1 0.1 0.0
H -6.940892 -3.764841 5.238532 0.1 -0.1 0.0
C 0.083993 0.062012 -3.354879 0.5 -0.7 0.3
C 0.863699 -1.081198 -2.778853 1.3 -1.9 1.0
N 1.480639 -1.978924 -2.325438 -2.0 2.8 -1.3
H -0.217261 0.745143 -2.558810 0.1 -0.1 0.0
H 0.698491 0.605062 -4.076021 0.0 -0.1 0.1
H -0.808463 -0.313463 -3.858816 0.1 -0.1 0.0
C -0.523699 1.995677 -7.465860 0.7 0.0 0.5
C 0.661764 2.011762 -6.548977 2.0 0.1 1.4
N 1.596477 2.024339 -5.829130 -3.0 -0.1 -2.2
H -1.115698 2.900910 -7.322461 0.1 -0.1 0.0
H -0.189228 1.949083 -8.503280 0.0 0.0 0.1
H -1.145839 1.125069 -7.252618 0.1 0.1 0.0
C 4.691206 3.484450 -1.985503 -0.3 0.5 0.7
C 4.253638 4.288490 -0.798431 -1.0 2.1 3.0
N 3.912194 4.936510 0.143104 1.4 -2.7 -4.0
H 3.988649 3.625304 -2.808572 0.0 0.0 0.1
H 5.683674 3.805447 -2.305242 -0.1 0.0 0.1
H 4.726207 2.425568 -1.723852 0.0 0.1 0.0
```
Forces are in eV/Å.

total charge = +1
maximum force = 5.45 eV/Å
energy = -1185.1435 a.u.
Kohn-Sham gap = 6.08 eV
ΔE to the lowest compared entry with this formula, charge and spin = 169.7 kcal per mole